{"formula": "C25H33N2O5PtS2", "method": "the ωB97M-V functional and the def2-TZVPD basis", "elements": ["Pt", "C", "O", "C", "O", "N", "N", "H", "H", "H", "H", "H", "H", "C", "S", "O", "C", "C", "C", "C", "C", "C", "H", "H", "H", "H", "H", "H", "H", "H", "O", "S", "C", "C", "C", "C", "C", "C", "C", "C", "C", "C", "C", "C", "H", "H", "H", "H", "H", "H", "H", "H", "H", "H", "C", "C", "C", "C", "O", "H", "H", "H", "H", "H", "H", "H", "H", "H"], "positions_angstrom": [[-0.502070, 0.141031, -0.003456], [3.992954, 2.443404, 0.872791], [3.808105, 1.286982, 0.032163], [2.576220, 0.799095, -0.001557], [1.637128, 1.241668, 0.640685], [2.509704, -0.268091, -0.837367], [1.292379, -0.915182, -1.032334], [5.042520, 2.696460, 0.778835], [3.745799, 2.198361, 1.902984], [3.365056, 3.260471, 0.526277], [3.327377, -0.552709, -1.351301], [1.334414, -1.868893, -0.687730], [1.006144, -0.922451, -2.006688], [-3.567571, -1.641082, -1.609456], [-1.868389, -1.718178, -1.071169], [-1.036938, -2.107631, -2.233155], [-1.909411, -3.092042, 0.054327], [-2.686901, -3.012220, 1.203441], [-2.647714, -4.057254, 2.109568], [-1.824891, -5.153868, 1.872931], [-1.051333, -5.213472, 0.725257], [-1.089130, -4.175446, -0.198689], [-3.799181, -2.590980, -2.089688], [-3.633610, -0.813685, -2.313275], [-4.216516, -1.460704, -0.754184], [-3.314538, -2.147640, 1.391347], [-3.259967, -4.017589, 3.001598], [-1.793879, -5.966310, 2.587427], [-0.421297, -6.073753, 0.541165], [-0.507630, -4.205516, -1.111673], [0.195197, -1.272490, 1.535231], [1.008220, -0.792181, 2.737269], [0.921873, -2.154853, 3.866126], [2.117927, -2.795540, 4.153849], [2.109594, -3.895574, 5.001177], [0.913644, -4.337519, 5.542967], [-0.281506, -3.689348, 5.245034], [-0.283675, -2.591968, 4.404296], [0.002926, 0.434274, 3.528068], [-1.374750, 0.452116, 3.364636], [-2.107885, 1.444386, 3.996505], [-1.463232, 2.400838, 4.770462], [-0.083075, 2.378890, 4.914682], [0.662300, 1.394125, 4.283353], [3.044715, -2.437852, 3.721171], [3.035132, -4.403058, 5.237680], [0.907554, -5.191386, 6.208132], [-1.208121, -4.041237, 5.679682], [-1.205256, -2.077900, 4.169491], [-1.852617, -0.290694, 2.738192], [-3.183402, 1.476719, 3.880351], [-2.042373, 3.174857, 5.256891], [0.413880, 3.133632, 5.509438], [1.741995, 1.374162, 4.373532], [-0.619578, 3.364613, 0.019659], [-1.904081, 2.782256, -0.545287], [-3.053013, 2.980275, 0.437856], [-2.232392, 3.407388, -1.896605], [-1.793447, 1.376246, -0.769568], [-0.743934, 4.436758, 0.188264], [0.214296, 3.221568, -0.669931], [-0.360917, 2.902459, 0.976211], [-3.301573, 4.038482, 0.543104], [-2.775569, 2.591295, 1.420013], [-3.941489, 2.450909, 0.091137], [-2.478770, 4.465548, -1.791374], [-3.084895, 2.897410, -2.346297], [-1.381603, 3.317660, -2.573833]], "atomic_forces_ev_per_a": [[-0.3, 0.1, -0.4], [0.0, 0.0, 0.0], [0.0, 0.0, 0.0], [0.1, 0.0, 0.0], [0.0, 0.1, 0.0], [0.0, 0.0, 0.0], [0.0, -0.1, 0.0], [0.0, 0.0, 0.0], [0.0, 0.0, 0.0], [0.0, 0.0, 0.0], [0.0, 0.0, 0.0], [0.0, 0.0, 0.0], [0.0, 0.0, 0.0], [0.0, 0.0, 0.0], [0.3, 0.1, 0.0], [0.0, -0.1, -0.1], [-0.2, 0.0, 0.1], [0.0, 0.0, 0.0], [0.0, 0.0, 0.0], [0.0, 0.0, 0.0], [0.0, 0.0, 0.0], [0.0, 0.0, 0.0], [0.0, 0.0, 0.0], [0.0, 0.0, 0.0], [0.0, 0.0, 0.0], [0.0, 0.0, 0.0], [0.0, 0.0, 0.0], [0.0, 0.0, 0.0], [0.0, 0.0, 0.0], [0.0, 0.0, 0.0], [0.0, -0.3, 0.0], [0.1, 0.0, 0.0], [-0.1, 0.0, 0.1], [0.0, 0.0, 0.0], [0.0, 0.0, 0.0], [0.0, 0.0, 0.0], [0.0, 0.0, 0.0], [0.0, 0.0, 0.0], [0.1, 0.1, 0.1], [0.0, 0.0, 0.0], [0.0, 0.0, 0.0], [0.0, 0.0, 0.0], [0.0, 0.0, 0.0], [-0.1, 0.0, 0.0], [0.0, 0.0, 0.0], [0.0, 0.0, 0.0], [0.0, 0.0, 0.0], [0.0, 0.0, 0.0], [0.0, 0.0, 0.0], [0.0, 0.0, 0.0], [0.0, 0.0, 0.0], [0.0, 0.0, 0.0], [0.0, 0.0, 0.0], [0.0, 0.0, 0.0], [0.0, 0.1, 0.1], [0.1, -0.1, -0.1], [-0.1, 0.0, 0.1], [0.0, 0.0, 0.0], [-0.2, 0.0, 0.2], [0.0, 0.0, 0.0], [0.0, 0.0, 0.0], [0.0, 0.0, 0.0], [0.0, 0.0, 0.0], [0.0, 0.0, 0.0], [0.0, 0.0, 0.0], [0.0, 0.0, 0.0], [0.0, 0.0, 0.0], [0.0, 0.0, 0.0]], "total_energy_ev": -64587.008, "homo_ev": [-10.4, -11.3], "e_above_lowest_ev": 0.442, "spin_multiplicity": 3, "homo_lumo_gap_ev": [8.04, 8.28], "lumo_ha": [-0.0856, -0.1121], "charge": 1}